(one)
# C13H34FNO5Pd

C13H34FNO5Pd as an isolated structure (ωB97M-V/def2-TZVPD, OMol25).

Positions of all 55 atoms, in Å:
Pd 1.435 0.895 2.921
C -2.930 0.448 -3.742
C -2.556 -1.048 -3.619
C -2.949 -1.669 -4.968
C -2.335 -2.993 -5.376
C -0.802 -2.890 -5.144
C -0.352 -2.398 -3.704
N -1.077 -1.173 -3.355
O -0.538 -0.525 -2.185
C 1.224 -2.088 -3.852
C -0.573 -3.580 -2.737
C -3.421 -1.694 -2.446
H -2.337 1.030 -4.447
H -2.883 0.974 -2.789
H -3.967 0.459 -4.078
H -2.762 -0.938 -5.754
H -4.037 -1.731 -4.930
H -2.520 -3.142 -6.440
H -2.784 -3.786 -4.778
H -0.369 -2.232 -5.897
H -0.410 -3.878 -5.387
H 1.777 -2.001 -2.917
H 1.443 -1.196 -4.438
H 1.727 -2.828 -4.473
H -0.410 -3.341 -1.686
H -0.025 -4.474 -3.033
H -1.622 -3.855 -2.623
H -3.315 -2.773 -2.340
H -4.487 -1.477 -2.506
H -3.168 -1.264 -1.477
F 3.319 -2.381 3.697
C 6.763 2.331 1.324
O 5.542 2.748 1.880
H 7.172 3.057 0.622
H 7.607 2.355 2.013
H 6.678 1.310 0.949
H 5.745 3.641 2.169
C -2.537 -2.308 4.651
O -2.363 -0.930 4.455
H -2.072 -2.959 3.910
H -2.336 -2.688 5.652
H -3.573 -2.527 4.394
H -3.123 -0.450 4.792
C 4.031 3.189 7.576
O 2.907 2.429 7.077
H 4.879 3.155 6.893
H 3.781 4.245 7.688
H 4.417 2.851 8.538
H 2.388 2.198 7.851
C -0.797 6.074 4.009
O -0.407 5.113 3.074
H -0.171 6.955 3.868
H -1.813 6.438 3.858
H -0.583 5.728 5.020
H -0.432 5.593 2.242

The HOMO energy (spin up / spin down) comes out at -0.3226 / -0.2604 Ha. The orbital gap (spin up / spin down) comes out at 8.239 / 4.191 eV. Its spin multiplicity is 3.

=====

(two)
# C13H34FNO5Pd

C13H34FNO5Pd as an isolated structure (ωB97M-V/def2-TZVPD, OMol25).

Positions of all 55 atoms, in Å:
Pd 2.015 -3.008 -0.873
C 4.466 2.081 2.259
C 2.968 2.442 2.125
C 2.886 3.937 2.469
C 1.676 4.732 2.020
C 1.434 4.408 0.520
C 1.356 2.868 0.148
N 2.512 2.167 0.714
O 2.650 0.825 0.204
C 1.420 2.833 -1.463
C -0.015 2.357 0.637
C 2.142 1.590 3.188
H 5.130 2.526 1.519
H 4.644 1.006 2.230
H 4.762 2.441 3.245
H 3.786 4.428 2.099
H 3.005 3.971 3.552
H 1.908 5.792 2.119
H 0.824 4.450 2.639
H 2.212 4.881 -0.078
H 0.523 4.946 0.256
H 1.108 1.897 -1.928
H 2.401 3.080 -1.869
H 0.841 3.640 -1.911
H -0.156 1.280 0.545
H -0.849 2.907 0.200
H -0.127 2.389 1.721
H 1.083 1.841 3.255
H 2.547 1.623 4.199
H 2.190 0.522 2.972
F -0.860 -2.797 -1.896
C -4.891 -1.327 0.335
O -4.496 -2.520 -0.298
H -5.028 -0.635 -0.495
H -5.893 -1.427 0.753
H -4.244 -1.039 1.163
H -3.598 -2.367 -0.601
C -2.749 -1.610 -6.086
O -2.467 -0.825 -4.904
H -3.665 -2.184 -5.955
H -2.932 -0.977 -6.954
H -1.980 -2.349 -6.310
H -2.007 -1.371 -4.262
C -2.900 -6.872 -2.874
O -2.586 -5.895 -3.878
H -3.025 -6.316 -1.945
H -3.850 -7.292 -3.204
H -2.061 -7.548 -2.712
H -2.227 -5.143 -3.402
C -0.315 -3.297 2.723
O 1.002 -3.576 2.329
H -0.766 -2.405 2.289
H -1.023 -4.125 2.682
H -0.258 -2.936 3.750
H 1.473 -4.018 3.039

The HOMO energy (spin up / spin down) comes out at -0.3376 / -0.3317 Ha. The orbital gap (spin up / spin down) comes out at 7.090 / 6.022 eV. Its spin multiplicity is 3.

=====

It is (two) that is most stable; the runner-up trails by 33.7 kcal/mol.

=====

(one)
# C2H8NS2

An isolated ion of composition C2H8NS2 and charge +1 (ωB97M-V/def2-TZVPD, OMol25).

Positions of all 13 atoms, in Å:
C 1.147 -0.934 0.548
C -0.029 0.045 0.120
N 0.575 1.030 -0.915
S -3.004 0.354 0.516
S -1.545 -0.657 -0.600
H 1.696 -0.975 -0.343
H 0.697 -1.882 0.821
H 1.789 -0.436 1.249
H -0.451 0.668 0.903
H 1.602 1.348 -0.926
H 0.633 0.435 -1.661
H -0.088 1.706 -1.000
H -3.023 -0.701 1.289

The HOMO energy (spin up / spin down) comes out at -0.3649 / -0.4994 Ha. The orbital gap (spin up / spin down) comes out at 6.426 / 6.100 eV. Its spin multiplicity is 3. As for the charge: +1.

=====

(two)
# C2H8NS2

C2H8NS2 as an isolated structure (ωB97M-V/def2-TZVPD, OMol25).

Positions of all 13 atoms, in Å:
C -1.605 -0.042 -0.128
C 0.862 -0.222 0.418
N -0.210 0.482 -0.298
S 2.469 0.896 0.004
S 1.120 -1.879 -0.074
H -2.322 0.585 -0.631
H -1.671 -1.051 -0.328
H -2.025 -0.019 0.932
H 0.599 -0.103 1.748
H -0.127 0.476 -1.439
H -0.256 1.507 -0.214
H 2.093 1.950 0.731
H 2.111 -2.327 0.715

The HOMO energy (spin up / spin down) comes out at -0.3634 / -0.5022 Ha. The orbital gap (spin up / spin down) comes out at 6.390 / 6.080 eV. Its spin multiplicity is 3. As for the charge: +1.

=====

It is (one) that is most stable; the runner-up trails by 37.9 kcal/mol.